Density functional theory data (ωB97M-V/def2-TZVPD) for a molecular structure, C62H87As3GeN3SbSc at a distorted geometry.

For the LUMO energy, the calculation gives 1.55 eV. The energy above the lowest of the compared OMol25 structures with the same formula, charge and spin comes out at 32.7 kcal per mole. The maximum force is 0.0442 hartree/bohr. As for the HOMO-LUMO gap: 4.1 eV. The value obtained for the HOMO energy is -2.57 eV. The net charge is -1. Its multiplicity is 1.

Last column: Mulliken charge in e.
Atoms and positions in Å:
Sc 0.83 -0.18 0.15  -1.115
C 5.52 -0.88 0.90  -1.221
C 4.14 -1.01 0.85  -0.386
N 3.29 -0.01 0.58  1.417
C 3.84 1.21 0.36  -0.377
C 5.25 1.43 0.31  1.337
C 6.10 0.34 0.61  -1.316
C 5.75 2.70 -0.04  -0.768
C 4.89 3.73 -0.35  -0.950
C 3.50 3.58 -0.22  1.266
C 2.60 4.63 -0.47  -1.427
C 1.25 4.40 -0.27  -0.866
C 0.83 3.16 0.18  -0.648
N 1.64 2.11 0.35  1.098
C 2.97 2.32 0.18  -0.711
H 6.13 -1.74 1.15  0.542
H 3.70 -1.99 1.03  -0.041
H 7.17 0.47 0.60  0.438
H 6.82 2.85 -0.09  0.421
H 5.29 4.68 -0.67  0.444
H 2.97 5.59 -0.81  0.437
H 0.53 5.19 -0.43  0.526
H -0.22 2.98 0.36  0.005
C -0.11 0.51 3.91  -1.223
As 1.17 -0.67 3.00  1.472
C 2.73 -0.02 4.08  -1.379
C 0.78 -2.30 4.09  -2.759
C 1.28 -3.65 3.55  3.437
C 2.80 -3.59 3.55  -1.123
C 0.73 -3.99 2.16  -0.881
As 1.45 -3.14 0.49  1.833
C 2.84 -4.58 0.15  -1.274
C 0.15 -3.96 -0.72  -0.637
C 0.76 -4.71 4.55  -2.041
As 1.43 -6.58 4.83  0.313
C 3.12 -6.23 5.81  -1.139
C 2.32 -7.19 3.17  -1.118
H -1.12 0.24 3.62  -0.002
H 0.09 1.52 3.57  0.414
H -0.02 0.48 5.00  0.585
H 2.71 -0.36 5.12  0.381
H 2.68 1.07 4.07  0.439
H 3.67 -0.32 3.62  0.266
H -0.30 -2.36 4.25  0.475
H 1.24 -2.14 5.08  0.797
H 3.11 -2.70 3.00  -0.364
H 3.23 -4.47 3.06  -0.048
H 3.18 -3.53 4.57  0.474
H -0.34 -3.75 2.11  -0.694
H 0.82 -5.07 2.01  0.488
H 2.40 -5.57 0.31  0.364
H 3.72 -4.47 0.77  0.394
H 3.14 -4.51 -0.90  0.130
H -0.02 -5.01 -0.50  0.477
H 0.52 -3.87 -1.75  0.290
H -0.79 -3.42 -0.65  -0.049
H -0.31 -4.83 4.37  0.345
H 0.85 -4.30 5.56  0.631
H 2.94 -5.57 6.66  0.333
H 3.89 -5.81 5.18  0.285
H 3.49 -7.18 6.21  0.389
H 1.59 -7.45 2.40  0.316
H 2.88 -8.10 3.42  0.465
H 3.02 -6.46 2.77  0.243
C 0.83 0.67 -1.87  1.929
Ge 1.20 0.34 -3.71  0.852
C 2.59 1.50 -4.61  -0.496
C 2.71 1.53 -5.99  -0.058
C 3.63 2.36 -6.61  -0.790
C 4.45 3.18 -5.84  -0.530
C 4.34 3.15 -4.46  -0.531
C 3.42 2.31 -3.86  -0.285
C -0.37 0.67 -4.92  0.002
C -0.61 1.97 -5.37  -0.461
C -1.73 2.27 -6.11  -0.703
C -2.65 1.28 -6.42  -0.584
C -2.44 -0.01 -5.96  -0.663
C -1.32 -0.30 -5.20  -0.094
C 1.88 -1.50 -4.02  0.073
C 2.76 -2.05 -3.10  -0.211
C 3.33 -3.29 -3.31  -0.189
C 2.99 -4.03 -4.43  -0.612
C 2.10 -3.50 -5.35  -0.702
C 1.57 -2.24 -5.16  -0.369
H 0.22 1.60 -1.90  -0.459
H 2.06 0.91 -6.59  0.366
H 3.71 2.39 -7.69  0.380
H 5.16 3.83 -6.32  0.365
H 4.98 3.78 -3.85  0.440
H 3.34 2.29 -2.78  0.337
H 0.10 2.75 -5.12  0.410
H -1.90 3.28 -6.46  0.409
H -3.52 1.51 -7.02  0.382
H -3.16 -0.79 -6.18  0.402
H -1.18 -1.30 -4.82  0.347
H 3.00 -1.49 -2.21  0.069
H 4.06 -3.68 -2.62  0.540
H 3.42 -5.01 -4.59  0.370
H 1.82 -4.07 -6.23  0.407
H 0.90 -1.81 -5.89  0.362
C -4.03 5.38 2.57  -1.787
C -2.86 4.41 2.53  1.857
C -1.58 5.17 2.23  -1.531
C -2.71 3.75 3.89  -1.931
Sb -2.96 2.71 0.96  1.069
C -4.70 1.43 1.73  1.799
C -5.08 0.44 0.64  -2.332
C -4.08 0.62 2.86  -1.464
C -5.92 2.20 2.20  -1.901
C -3.67 3.75 -0.98  2.167
C -4.82 2.98 -1.61  -1.779
C -4.07 5.20 -0.78  -1.925
C -2.46 3.68 -1.89  -1.530
H -3.99 5.98 3.48  0.489
H -4.98 4.85 2.57  0.181
H -4.01 6.06 1.73  0.355
H -1.43 5.98 2.96  0.544
H -1.60 5.62 1.24  0.185
H -0.71 4.51 2.28  0.134
H -2.46 4.49 4.65  0.528
H -1.90 3.01 3.87  0.288
H -3.62 3.25 4.19  0.314
H -4.19 0.00 0.19  0.749
H -5.68 0.90 -0.14  0.340
H -5.66 -0.39 1.06  0.594
H -3.27 0.02 2.46  -0.090
H -4.82 -0.05 3.31  0.691
H -3.69 1.26 3.65  0.086
H -6.30 2.85 1.41  0.271
H -5.68 2.81 3.07  0.333
H -6.72 1.52 2.49  0.468
H -5.70 3.01 -0.98  0.341
H -5.08 3.42 -2.58  0.526
H -4.53 1.95 -1.78  0.159
H -4.96 5.29 -0.16  0.357
H -4.30 5.67 -1.75  0.506
H -3.26 5.77 -0.34  0.297
H -2.17 2.65 -2.08  0.063
H -1.60 4.19 -1.46  -0.040
H -2.68 4.14 -2.86  0.597
C -2.11 -0.37 -1.85  0.308
C -2.58 -1.47 -0.96  0.995
C -3.53 -2.35 -1.42  -0.693
C -4.07 -3.34 -0.61  -1.375
C -3.70 -3.36 0.73  -0.832
C -2.74 -2.51 1.23  1.320
C -2.49 -2.50 2.71  -1.868
C -2.01 -1.60 0.37  0.158
N -0.93 -0.94 0.77  0.684
H -2.76 -0.25 -2.71  0.881
H -1.09 -0.56 -2.23  -1.102
H -2.05 0.57 -1.29  -1.158
H -3.87 -2.25 -2.44  0.403
H -4.80 -4.04 -1.00  0.316
H -4.20 -4.04 1.41  0.372
H -3.39 -2.19 3.25  0.484
H -1.68 -1.80 2.91  -0.576
H -2.23 -3.50 3.09  0.586